# C9H14INSi

C9H14INSi as an isolated structure in a non-equilibrium geometry (ωB97M-V/def2-TZVPD, the OMol25 dataset).

For the gap between HOMO and LUMO, the calculation gives 0.3381 Eh. The HOMO energy comes out at -8.62 eV. The charge is 0.

Positions of all 26 atoms, in Å:
C 0.77106 -3.89273 0.22383
C 0.77358 -3.35088 -1.02583
C 0.60996 -2.95907 1.26112
C 0.43568 -1.98366 -1.25578
C 0.62718 -1.57155 1.03909
C 0.50807 -1.10264 -0.23186
C -1.85707 1.04126 -0.21700
C -0.39445 2.94577 0.28082
C 2.36139 1.26439 0.53925
N -0.52375 1.53040 -0.02974
Si 0.84578 0.65640 -0.63857
I 4.04273 0.03245 -0.04320
H 0.86206 -4.96862 0.33984
H 1.00738 -3.88207 -1.85065
H 0.53913 -3.37121 2.27325
H 0.39735 -1.53004 -2.26562
H 0.73161 -1.09604 1.96640
H -1.85502 -0.12439 0.01106
H -2.27456 1.39722 0.72934
H -2.31378 1.49668 -1.11298
H 0.61527 3.06619 0.85014
H -0.21719 3.56760 -0.52425
H -1.25378 3.25827 0.95530
H 2.66466 2.31785 0.25517
H 2.20780 1.03353 1.50569
H 1.20864 0.74723 -2.01857